(1)
Computed, not measured: a structure of composition C23H36P2Ru, with ωB97M-V/def2-TZVPD.

The geometry in XYZ format:
```
62
Properties=species:S:1:pos:R:3:forces:R:3:lowdin_spin:R:1
P -0.19390 -2.15450 -2.01577 -4.007 1.036 -1.780 0.074
P 0.36756 1.35833 -2.43478 -0.846 3.293 -2.544 0.027
C -0.45424 -1.12694 -3.52192 0.357 -0.549 0.017 -0.001
C 0.65680 -0.08003 -3.65338 -0.263 -0.270 0.836 0.041
H -1.46413 -0.67335 -3.51377 0.492 -0.273 0.060 0.001
H -0.42867 -1.86175 -4.34681 0.048 0.434 0.080 0.001
H 1.66341 -0.47770 -3.43700 -0.448 0.066 -0.124 0.000
H 0.66705 0.34122 -4.67214 -0.006 0.247 0.525 0.004
C -0.75939 2.30470 -3.55603 -0.047 0.108 -0.545 0.007
H -1.11614 3.20750 -3.05170 0.048 -0.159 -0.217 0.005
H -1.64053 1.73160 -3.85001 0.147 0.063 -0.074 0.001
H -0.24867 2.59788 -4.47919 -0.012 -0.085 0.157 0.000
C 1.90900 2.30539 -2.75337 0.394 -0.131 0.160 0.001
H 1.88335 2.70582 -3.78074 0.015 -0.234 0.426 -0.001
H 2.79912 1.66658 -2.65057 -0.218 0.239 -0.008 0.000
H 1.99739 3.14189 -2.04893 0.031 -0.213 -0.212 0.001
C -1.38801 -3.49521 -2.18679 0.079 -0.489 -0.451 0.024
H -1.28636 -4.20803 -1.36262 -0.038 0.041 -0.088 0.000
H -1.16091 -4.00567 -3.13202 -0.210 -0.145 0.230 0.003
H -2.41864 -3.12525 -2.21954 0.252 0.060 0.080 0.000
C 1.36173 -3.00842 -2.41291 0.761 0.196 0.580 0.002
H 2.21684 -2.32597 -2.55247 -0.384 -0.265 0.137 0.000
H 1.16448 -3.53146 -3.36924 -0.037 0.268 0.483 0.001
H 1.61036 -3.74485 -1.64155 -0.036 0.044 -0.161 0.000
Ru 1.97029 -1.65682 0.95861 1.183 -0.909 0.380 1.640
C -0.37733 2.55360 -0.82731 2.677 -2.204 0.425 0.184
C -1.76425 2.32493 -0.64759 -1.497 -0.072 0.058 0.616
C -2.52144 1.20990 -1.24185 -1.088 -0.658 0.116 0.092
C -2.41738 -0.15246 -0.50629 -0.888 0.316 0.029 0.050
C -1.16088 -0.97409 -0.59461 0.801 -2.167 -0.019 0.064
C 0.20862 -0.53801 -0.45599 2.992 -0.463 -0.072 0.293
C 1.09844 0.55303 -0.03443 1.056 1.828 0.288 0.084
C 0.49881 1.96018 0.32405 0.549 -0.422 0.511 0.057
C 1.01795 -3.33964 1.45211 -0.166 -0.354 0.791 0.054
H -0.07534 3.57683 -1.12524 0.020 -0.601 -0.101 0.024
H -2.27848 2.88996 0.13630 0.262 0.023 -0.244 0.028
H -2.34043 1.01279 -2.30457 0.138 0.300 0.313 0.009
H -3.58038 1.51123 -1.18508 0.222 -0.316 -0.089 0.008
H -2.59098 0.02386 0.58556 0.282 -0.202 -0.599 0.001
H -3.29020 -0.76764 -0.81500 0.575 0.189 0.090 0.003
H -1.34316 -1.87761 -0.02068 -0.080 0.001 0.770 0.025
H 0.92839 -1.54922 -0.47016 -1.234 1.547 -0.312 -0.005
H 1.91244 0.67720 -0.79604 -0.462 0.101 0.541 0.016
H 1.73481 0.22589 0.88677 -0.636 0.937 -0.240 0.033
H -0.07790 1.78387 1.24800 -0.027 0.377 -0.357 0.005
H 1.31884 2.66050 0.58277 -0.339 -0.491 -0.162 0.004
H 1.64748 -3.64308 2.31146 -0.380 -0.327 -0.324 0.027
H 0.92580 -4.13999 0.71867 0.028 -0.024 -0.114 0.001
H 0.04510 -3.02946 1.86002 0.155 -0.509 -0.181 0.010
C 1.34090 -0.93393 2.53049 -1.803 3.349 2.346 0.079
C 0.76230 -0.08338 3.31472 1.772 -2.690 -1.223 0.200
C 0.52259 0.50032 4.58034 -0.207 0.344 0.551 0.026
C -0.71459 1.13466 4.86698 0.393 0.038 0.268 0.056
C -0.95401 1.64459 6.14503 0.220 -0.177 -0.130 -0.005
C 0.03064 1.52876 7.14351 0.234 -0.114 -0.330 0.078
C 1.28116 0.93042 6.85975 -0.537 0.173 -0.201 -0.007
C 1.52675 0.41159 5.59436 -0.209 -0.046 -0.193 0.055
H -1.46610 1.19344 4.07369 0.223 0.029 0.377 0.002
H -1.90870 2.13076 6.36105 0.360 -0.214 -0.006 -0.002
H -0.16209 1.90688 8.15482 0.060 -0.129 -0.511 0.004
H 2.04057 0.88445 7.64021 -0.204 -0.067 -0.250 -0.002
H 2.47425 -0.08607 5.33879 -0.520 0.324 0.242 0.001
```
Positions in Å, forces in eV/Å.

As for the charge: +2. Its gap between HOMO and LUMO (spin up / spin down) is 5.719 / 4.905 eV. As for the lowest unoccupied orbital energy (spin up / spin down): -0.2655 / -0.2876 hartree. As for the expectation value of S²: 6.068. As for the spin multiplicity: 5.

(2)
Computed, not measured: a structure of composition C23H36P2Ru, with ωB97M-V/def2-TZVPD.

The geometry in XYZ format:
```
62
Properties=species:S:1:pos:R:3:forces:R:3:lowdin_spin:R:1
P -0.27186 -2.12397 -2.33734 -2.277 0.766 -1.710 0.005
P 0.27228 1.79357 -2.81703 -0.529 3.130 -2.103 0.017
C -0.56321 -0.90813 -3.67964 0.365 -0.215 -0.679 0.002
C 0.41786 0.28000 -3.84950 0.106 -0.919 0.194 0.006
H -1.62049 -0.59305 -3.65866 0.461 -0.141 0.012 0.001
H -0.45086 -1.51178 -4.60000 -0.116 0.221 0.231 0.000
H 1.47144 -0.04970 -3.83656 -0.435 0.055 0.178 0.000
H 0.26036 0.67148 -4.87489 0.032 0.139 0.584 0.001
C -1.03400 2.68879 -3.76354 -0.303 -0.194 0.122 0.005
H -1.42645 3.53545 -3.18454 0.193 -0.216 -0.122 0.002
H -1.88275 2.02625 -3.99027 0.217 0.190 0.071 0.000
H -0.62266 3.06865 -4.71164 -0.117 -0.241 0.343 0.000
C 1.73525 2.79328 -3.26019 0.432 -0.437 -0.036 0.004
H 1.57215 3.27496 -4.23864 0.070 -0.254 0.431 0.001
H 2.62642 2.15229 -3.32800 -0.152 0.297 0.069 0.001
H 1.90777 3.56431 -2.49836 -0.055 -0.218 -0.232 0.000
C -1.44181 -3.45326 -2.68255 0.257 -0.121 -0.457 0.002
H -1.40134 -4.18831 -1.86592 -0.057 0.123 -0.298 0.000
H -1.16927 -3.92705 -3.64315 -0.268 0.035 0.471 0.000
H -2.45567 -3.02921 -2.75457 0.321 -0.170 0.081 0.000
C 1.39747 -2.74308 -2.62776 0.387 -0.299 0.185 0.002
H 2.12483 -1.93240 -2.79550 -0.355 -0.261 0.222 0.000
H 1.37896 -3.38162 -3.52517 -0.177 0.208 0.212 0.000
H 1.74051 -3.35173 -1.77889 -0.085 0.074 -0.398 0.000
Ru 1.20032 -1.89086 1.46611 -0.247 0.624 0.116 2.054
C -0.11200 2.30468 -1.09766 1.085 -2.495 2.068 0.082
C -1.43214 1.89732 -0.62631 -1.031 1.936 -0.032 0.603
C -2.15203 0.71867 -1.05973 -1.075 -0.454 -0.313 0.095
C -1.89575 -0.53913 -0.23061 -0.166 -0.579 -0.961 0.045
C -0.72230 -1.39855 -0.76637 0.923 -1.267 1.192 0.013
C 0.68813 -1.01300 -0.38897 1.253 -1.217 2.874 0.076
C 1.50787 0.21246 -0.57301 0.502 0.948 -0.394 0.041
C 0.88543 1.55460 -0.08056 0.896 0.053 -0.102 0.067
C 0.46525 -3.52783 2.37256 0.141 -0.764 1.041 0.149
H 0.05144 3.38517 -0.99112 0.043 -0.226 -0.610 0.006
H -1.96013 2.62323 0.00340 0.290 -0.372 -0.129 0.026
H -1.92069 0.46480 -2.10668 -0.138 0.223 0.182 0.007
H -3.23372 0.94419 -1.03412 0.386 -0.135 -0.027 0.011
H -1.68252 -0.30845 0.82268 0.178 -0.126 -0.303 0.000
H -2.79499 -1.17154 -0.23181 0.208 0.177 -0.076 0.002
H -0.92496 -2.35864 -0.22169 0.497 0.395 -0.011 0.003
H 1.37204 -1.93792 -0.44313 -0.392 0.964 -1.254 0.017
H 1.87979 0.31831 -1.62424 0.040 0.282 0.279 0.009
H 2.43351 0.03864 0.03415 -0.582 0.341 -0.641 0.011
H 0.37209 1.34517 0.87170 0.046 0.195 -0.398 0.006
H 1.72224 2.22253 0.18135 -0.273 -0.110 -0.243 0.007
H 1.21628 -3.76349 3.16223 -0.574 -0.140 -0.364 0.034
H 0.33783 -4.38985 1.69244 -0.008 0.262 0.286 0.013
H -0.48330 -3.22055 2.84118 0.286 -0.452 -0.137 0.017
C 0.68524 -0.61223 2.65153 -0.740 2.142 3.489 -0.053
C 0.47232 0.04265 3.73976 0.757 -2.347 -2.691 0.373
C 0.31490 0.51743 5.05273 -0.656 0.670 1.359 0.042
C -0.91007 1.16242 5.42035 0.568 0.037 -0.336 0.067
C -1.01820 1.82479 6.63614 -0.010 -0.167 0.144 -0.006
C 0.03329 1.78171 7.56240 0.208 -0.097 -0.327 0.070
C 1.20614 1.06560 7.26603 -0.400 -0.020 -0.043 -0.007
C 1.33800 0.40540 6.04721 -0.140 0.151 -0.536 0.065
H -1.75707 1.13493 4.72442 0.451 0.194 0.226 0.003
H -1.93045 2.38472 6.86681 0.339 -0.351 -0.031 -0.001
H -0.06126 2.29431 8.52163 0.042 -0.129 -0.342 0.004
H 2.01690 1.03186 7.99898 -0.328 -0.109 -0.288 -0.001
H 2.22765 -0.19929 5.84251 -0.291 0.409 -0.040 0.002
```
Positions in Å, forces in eV/Å.

As for the charge: +2. Its gap between HOMO and LUMO (spin up / spin down) is 5.913 / 6.608 eV. As for the lowest unoccupied orbital energy (spin up / spin down): -0.2135 / -0.2348 hartree. As for the expectation value of S²: 6.097. As for the spin multiplicity: 5.

Values for F_max, eV Å⁻¹, ordered as above
4.506, 4.161
Values for energy above the lowest of the compared OMol25 structures with the same formula, charge and spin, eV, ordered as above
5.0098, 0.0000
Values for energy, hartree, ordered as above
-1674.50864, -1674.69275